(1)
Below is a cluster of 12 separate species, C48H82O26 in total in a non-equilibrium geometry, with properties calculated with ωB97M-V/def2-TZVPD.

The relative energy (zero: lowest compared OMol25 entry of this formula, charge and spin) is 24.8 kcal/mol. Its SMILES is C[C@H]1COC(=O)O1.C[C@H]1COC(=O)O1.C[C@H]1COC(=O)O1.C[C@H]1COC(=O)O1.C[C@H]1COC(=O)O1.C[C@H]1COC(=O)O1.C[C@H]1COC(=O)O1.C1CCOC1.C1CCOC1.C1CCOC1.C1CCOC1.C1CCOC1.

Each line ends with the Mulliken charge.
Geometry (Å):
C: 0.04 -5.91 1.47  -0.219
C: -0.62 -7.06 0.84  -1.119
C: -0.20 -6.86 -0.64  -0.551
O: -0.17 -5.48 -0.86  -0.345
C: -0.09 -4.84 0.37  2.775
H: 1.04 -6.22 1.69  0.417
H: -0.37 -5.69 2.44  -0.011
H: -1.70 -7.06 0.82  0.275
H: -0.41 -8.02 1.23  0.526
H: -0.82 -7.31 -1.42  0.424
H: 0.80 -7.40 -0.74  0.199
H: -1.00 -4.18 0.47  -1.162
H: 0.84 -4.22 0.35  -1.201
C: 1.48 -3.85 4.08  0.671
C: 1.43 -2.79 5.24  -0.848
C: 2.06 -1.56 4.59  -0.139
O: 2.47 -1.87 3.26  -0.308
C: 2.65 -3.32 3.20  -0.018
H: 0.57 -3.77 3.45  -0.810
H: 1.66 -4.88 4.40  0.643
H: 2.03 -3.19 6.00  0.439
H: 0.38 -2.59 5.56  0.118
H: 2.93 -1.20 5.09  0.534
H: 1.28 -0.82 4.60  -0.043
H: 3.57 -3.66 3.65  0.433
H: 2.61 -3.62 2.16  -0.610
C: -2.02 2.81 3.46  -0.777
C: -2.07 2.65 1.86  0.924
C: -2.81 1.33 1.76  -0.121
O: -2.27 0.52 2.83  -0.126
C: -2.09 1.36 3.98  -0.371
H: -2.70 3.55 3.81  0.368
H: -1.04 3.30 3.65  -0.025
H: -1.06 2.52 1.48  -0.909
H: -2.60 3.44 1.32  0.582
H: -2.62 0.79 0.81  -0.759
H: -3.88 1.46 1.89  0.656
H: -1.10 1.08 4.36  0.108
H: -2.82 1.21 4.83  0.426
C: -2.89 -2.10 4.49  -0.724
C: -3.29 -3.57 4.77  -0.965
C: -2.18 -4.35 4.11  -0.335
O: -1.88 -3.65 2.90  -0.198
C: -1.96 -2.23 3.20  1.382
H: -2.28 -1.69 5.26  0.399
H: -3.75 -1.51 4.25  0.262
H: -4.25 -3.76 4.24  0.315
H: -3.50 -3.84 5.82  0.376
H: -2.45 -5.37 3.84  0.406
H: -1.25 -4.28 4.75  0.152
H: -2.41 -1.63 2.41  -0.223
H: -0.97 -1.89 3.51  -0.885
C: -0.34 -0.67 -0.55  1.260
C: 0.61 -1.18 0.54  1.324
C: 0.84 0.06 1.40  0.210
O: 0.85 1.10 0.40  0.582
C: 0.03 0.81 -0.68  0.215
H: -1.37 -0.73 -0.19  -1.966
H: -0.21 -1.19 -1.47  0.985
H: 1.59 -1.43 0.13  -0.509
H: 0.19 -2.00 1.10  -0.900
H: 1.83 0.04 1.85  0.574
H: 0.05 0.20 2.15  -1.157
H: 0.52 1.07 -1.60  -0.560
H: -0.84 1.44 -0.53  -0.017
C: 0.63 4.32 -1.17  0.129
C: 1.59 5.46 -1.02  0.295
C: 0.99 6.68 -0.33  -0.509
O: 1.96 7.09 0.60  -0.385
C: 2.84 6.09 0.79  0.508
O: 3.80 6.19 1.51  -0.561
O: 2.62 5.12 -0.14  0.012
H: -0.14 4.62 -1.89  0.299
H: 0.20 3.93 -0.20  -0.117
H: 1.10 3.45 -1.64  -0.537
H: 2.12 5.76 -1.95  0.314
H: 0.04 6.44 0.23  0.270
H: 0.78 7.52 -1.02  0.330
C: 3.97 1.89 3.58  -1.512
C: 3.28 3.17 3.24  0.626
C: 1.90 3.08 2.66  1.392
O: 1.25 4.19 3.22  -0.484
C: 1.85 4.51 4.39  0.640
O: 1.29 5.09 5.25  -0.586
O: 2.99 3.87 4.48  -0.426
H: 4.87 2.15 4.14  0.496
H: 4.25 1.37 2.67  0.290
H: 3.31 1.22 4.11  0.262
H: 3.90 3.90 2.65  0.238
H: 1.47 2.12 3.00  -0.373
H: 1.81 3.11 1.58  -0.629
C: 5.20 3.33 -1.03  -1.077
C: 4.81 2.02 -1.69  0.047
C: 3.46 1.58 -1.22  1.355
O: 2.62 1.65 -2.39  0.248
C: 3.36 1.92 -3.51  0.248
O: 2.99 1.97 -4.66  -0.522
O: 4.65 2.26 -3.11  -0.458
H: 4.40 4.10 -1.18  0.101
H: 6.16 3.69 -1.39  0.484
H: 5.26 3.17 0.05  0.230
H: 5.61 1.30 -1.72  0.439
H: 3.00 2.21 -0.46  -0.896
H: 3.40 0.55 -0.84  -0.062
C: -5.53 4.49 -3.38  -1.539
C: -4.28 3.69 -3.61  0.353
C: -2.92 4.34 -3.16  -0.668
O: -2.24 3.22 -2.64  0.317
C: -3.12 2.29 -2.25  -0.218
O: -2.84 1.34 -1.62  -0.203
O: -4.37 2.60 -2.69  -0.396
H: -6.37 3.86 -3.63  0.375
H: -5.54 5.39 -4.00  0.389
H: -5.59 4.81 -2.32  0.349
H: -4.20 3.27 -4.66  0.278
H: -3.11 5.15 -2.43  0.331
H: -2.29 4.82 -3.93  0.392
C: 2.60 -2.19 -3.13  -1.437
C: 2.20 -3.14 -2.01  2.185
C: 2.38 -4.62 -2.39  -0.451
O: 3.01 -5.20 -1.27  -0.356
C: 3.53 -4.28 -0.44  0.564
O: 4.27 -4.49 0.48  -0.567
O: 3.12 -3.04 -0.90  -0.379
H: 2.39 -1.21 -2.76  -0.038
H: 2.00 -2.37 -4.06  0.319
H: 3.70 -2.35 -3.37  0.408
H: 1.20 -2.93 -1.67  -0.780
H: 3.02 -4.76 -3.28  0.305
H: 1.48 -5.17 -2.57  0.299
C: -0.44 0.45 -4.68  -0.796
C: -0.14 1.70 -5.42  1.082
C: 0.60 1.58 -6.73  -0.392
O: -0.23 2.24 -7.71  -0.403
C: -1.34 2.72 -7.09  0.503
O: -2.19 3.31 -7.63  -0.543
O: -1.35 2.36 -5.80  -0.238
H: 0.50 -0.06 -4.47  0.259
H: -1.11 -0.17 -5.21  0.623
H: -0.86 0.65 -3.73  -0.557
H: 0.29 2.51 -4.82  -0.092
H: 0.65 0.61 -7.19  0.274
H: 1.59 2.03 -6.80  0.261
C: -3.42 -3.00 -0.36  -1.065
C: -4.07 -2.09 -1.45  0.696
C: -3.35 -2.04 -2.75  0.499
O: -4.39 -2.01 -3.73  -0.419
C: -5.52 -2.52 -3.17  0.442
O: -6.53 -2.73 -3.70  -0.501
O: -5.34 -2.62 -1.81  -0.527
H: -4.15 -3.30 0.38  0.452
H: -2.61 -2.47 0.16  -0.134
H: -3.03 -3.87 -0.83  0.447
H: -4.26 -1.09 -1.08  0.194
H: -2.74 -2.93 -2.90  0.340
H: -2.74 -1.13 -2.86  -0.407

(2)
Below is a cluster of 2 separate species, C4H2N2OS in total in a non-equilibrium geometry, with properties calculated with ωB97M-V/def2-TZVPD.

The relative energy (zero: lowest compared OMol25 entry of this formula, charge and spin) is 60.9 kcal/mol.

Each line ends with the natural charge from an NBO analysis.
Geometry (Å):
C: -2.64 -1.09 0.00  0.132
C: 0.77 0.23 -1.04  0.007
C: 1.65 0.15 0.91  0.382
C: -0.11 0.76 -0.18  -0.048
N: -3.05 -2.15 0.10  -0.468
N: 1.88 -0.20 -0.31  -0.451
O: 0.47 0.73 1.10  -0.405
S: -1.74 1.32 -0.28  0.390
H: 0.67 0.13 -2.15  0.250
H: 2.11 0.12 1.86  0.212

(3)
Below is a structure of composition C20H44F4N18O8S in a non-equilibrium geometry, with properties calculated with ωB97M-V/def2-TZVPD.

As for the energy: -3174.0300 a.u.

Each line ends with the Mulliken charge.
Geometry (Å):
C: 4.77 -1.88 1.69  -0.992
C: 5.35 -0.59 2.27  -0.357
C: 5.79 0.44 1.22  -0.918
C: 4.82 0.65 0.04  -1.503
C: 3.36 0.68 0.41  0.442
C: 2.92 1.28 1.54  -0.970
C: 1.51 1.26 1.86  -1.659
C: 0.60 0.64 1.05  -0.178
C: -0.84 0.70 1.54  1.197
F: -1.30 1.98 1.55  -0.313
F: -0.84 0.31 2.85  -0.294
C: -1.91 -0.18 0.91  -0.385
F: -1.53 -1.47 0.84  -0.306
F: -2.27 0.28 -0.31  -0.236
C: 1.06 0.04 -0.15  1.353
N: 0.32 -0.57 -1.08  -0.457
S: 1.32 -1.11 -2.21  0.027
N: 2.73 -0.58 -1.62  -0.602
C: 2.44 0.04 -0.48  0.607
H: 4.84 -2.66 2.45  0.420
H: 5.27 -2.19 0.77  0.253
H: 3.71 -1.75 1.52  0.120
H: 4.69 -0.14 3.00  0.176
H: 6.25 -0.86 2.83  0.484
H: 5.94 1.40 1.72  0.271
H: 6.77 0.17 0.82  0.533
H: 5.04 1.63 -0.38  0.521
H: 5.02 -0.06 -0.76  0.522
H: 3.65 1.77 2.16  1.171
H: 1.18 1.77 2.75  0.626
H: -2.80 -0.12 1.53  0.421
C: -0.46 -4.23 3.28  0.664
O: 0.67 -3.79 3.17  -0.676
N: -1.55 -3.60 2.74  -0.314
N: -0.74 -5.40 3.92  -0.315
H: -2.48 -3.95 2.81  0.186
H: -1.38 -2.73 2.24  0.218
H: 0.02 -5.90 4.32  0.180
H: -1.67 -5.78 4.00  0.149
C: -2.42 -8.28 2.44  0.585
O: -2.09 -7.91 3.56  -0.674
N: -3.09 -9.45 2.23  -0.372
N: -2.14 -7.56 1.32  -0.263
H: -3.36 -9.76 1.31  0.165
H: -3.32 -10.01 3.03  0.207
H: -1.64 -6.70 1.43  0.139
H: -2.42 -7.87 0.40  0.234
C: 6.86 2.75 -2.73  0.621
O: 6.35 2.64 -1.63  -0.633
N: 8.10 2.23 -3.02  -0.403
N: 6.24 3.38 -3.77  -0.396
H: 8.53 2.31 -3.92  0.157
H: 8.58 1.76 -2.28  0.216
H: 5.33 3.77 -3.59  0.213
H: 6.65 3.48 -4.68  0.157
C: -4.73 2.18 -3.68  0.613
O: -5.58 2.28 -4.55  -0.702
N: -3.72 3.09 -3.53  -0.311
N: -4.71 1.14 -2.79  -0.318
H: -3.02 3.01 -2.82  0.139
H: -3.70 3.86 -4.16  0.198
H: -5.45 0.46 -2.87  0.185
H: -4.02 1.04 -2.07  0.204
C: 2.69 4.86 2.96  0.719
O: 2.62 3.71 3.37  -0.615
N: 1.99 5.89 3.51  -0.439
N: 3.49 5.19 1.90  -0.405
H: 2.05 6.83 3.17  0.164
H: 1.39 5.68 4.29  0.225
H: 4.03 4.46 1.48  0.189
H: 3.56 6.13 1.53  0.198
C: -8.10 4.27 -1.94  0.621
O: -8.19 3.14 -1.49  -0.634
N: -8.74 5.33 -1.35  -0.389
N: -7.37 4.58 -3.04  -0.322
H: -8.69 6.27 -1.69  0.157
H: -9.29 5.14 -0.53  0.217
H: -6.88 3.83 -3.50  0.199
H: -7.29 5.51 -3.41  0.158
C: 1.73 5.98 -1.11  0.571
O: 2.39 6.91 -0.67  -0.666
N: 1.53 4.84 -0.39  -0.141
N: 1.15 6.01 -2.35  -0.386
H: 0.99 4.06 -0.72  0.133
H: 1.95 4.82 0.52  0.074
H: 1.29 6.84 -2.90  0.228
H: 0.61 5.26 -2.72  0.150
C: -4.57 -8.02 -1.79  0.684
O: -3.45 -8.37 -1.48  -0.714
N: -4.81 -6.83 -2.41  -0.388
N: -5.68 -8.78 -1.53  -0.372
H: -5.73 -6.52 -2.67  0.164
H: -4.02 -6.25 -2.61  0.220
H: -5.54 -9.66 -1.08  0.210
H: -6.61 -8.50 -1.78  0.163

(4)
Below is an isolated molecule of C19H17N7O3S in a non-equilibrium geometry, with properties calculated with ωB97M-V/def2-TZVPD.

The relative energy (zero: lowest compared OMol25 entry of this formula, charge and spin) is 0.0 kcal/mol. Its SMILES is Cc1csc2nc(C(=O)NCc3cccc(CNC(=O)c4nc[nH]n4)c3)[nH]c(=O)c12.

Each line ends with the natural charge from an NBO analysis.
Geometry (Å):
O: 1.78 2.38 -2.71  -0.659
O: 1.65 -4.16 -0.59  -0.593
O: -2.87 0.81 -2.11  -0.608
N: 2.18 -0.67 -1.07  -0.274
N: 3.26 -2.28 -2.29  -0.433
N: -0.76 2.30 0.41  -0.476
S: 0.94 3.78 2.00  0.410
C: 1.08 2.35 -1.69  0.655
C: 1.52 -2.95 -0.48  0.617
C: -2.48 1.18 -0.99  0.614
C: 2.34 -1.98 -1.26  0.208
C: 3.65 -1.13 -2.72  0.182
C: -1.15 1.87 -0.82  0.361
C: 2.55 4.12 1.28  -0.364
C: 0.50 2.82 0.59  0.067
C: 1.45 2.87 -0.40  -0.230
C: 2.68 3.52 0.04  0.001
C: -3.40 -2.56 3.13  -0.198
C: -2.17 -3.09 2.80  -0.230
C: -4.02 -1.64 2.30  -0.213
C: -2.18 -1.83 0.73  -0.265
C: -1.56 -2.77 1.58  0.080
C: -3.44 -1.28 1.06  -0.022
N: 3.01 -0.14 -2.01  -0.379
N: -0.23 1.97 -1.85  -0.555
N: 0.64 -2.54 0.46  -0.600
N: -3.25 0.89 0.10  -0.579
C: 3.93 3.57 -0.79  -0.635
C: -0.28 -3.42 1.20  -0.262
C: -4.13 -0.28 0.17  -0.247
H: 4.35 -0.99 -3.51  0.213
H: 3.31 4.68 1.83  0.246
H: -3.85 -2.81 4.08  0.217
H: -1.72 -3.84 3.48  0.216
H: -4.94 -1.16 2.54  0.209
H: -1.72 -1.64 -0.23  0.218
H: 2.97 0.84 -2.34  0.445
H: -0.51 1.53 -2.74  0.454
H: 0.46 -1.55 0.48  0.398
H: -2.75 1.08 0.97  0.412
H: 4.30 2.60 -1.10  0.224
H: 3.77 4.15 -1.71  0.239
H: 4.76 4.07 -0.25  0.219
H: 0.26 -3.77 2.07  0.210
H: -0.57 -4.30 0.58  0.240
H: -5.10 0.06 0.62  0.212
H: -4.27 -0.68 -0.85  0.249

(5)
Below is an isolated molecule of C6H9N, with properties calculated with ωB97M-V/def2-TZVPD.

The relative energy (zero: lowest compared OMol25 entry of this formula, charge and spin) is 105.1 kcal/mol.

Each line ends with the natural charge from an NBO analysis.
Geometry (Å):
C: -0.73 1.82 -0.15  -0.657
C: -0.60 0.34 -0.29  0.086
C: 0.52 -0.30 -1.04  -0.524
C: 1.84 -0.38 -0.39  0.014
C: 2.92 -0.43 0.14  -0.278
C: -1.01 -1.57 1.04  -0.384
N: -1.39 -0.44 0.45  -0.401
H: 0.27 2.25 -0.22  0.230
H: -1.09 2.08 0.85  0.216
H: -1.37 2.33 -0.88  0.211
H: 0.65 0.25 -1.99  0.233
H: 0.20 -1.33 -1.30  0.248
H: 3.86 -0.46 0.63  0.237
H: -1.74 -2.34 1.23  0.184
H: 0.03 -1.66 1.35  0.201
H: -2.36 -0.17 0.55  0.383